No. 1
DFT (ωB97M-V with the def2-TZVPD basis set) results for a structure of composition C31H50N3O3PS2ScSi.

Each line ends with the Mulliken charge.
Geometry (Å):
Sc  0.192306  -0.710484  -0.383057  0.15
C  2.355418  -0.461743  -0.028817  -0.63
Si  2.747329  1.230025  -0.590334  0.36
C  1.449901  2.177044  0.407374  -1.48
N  0.070003  1.682142  0.092394  0.96
C  -0.847964  1.972554  1.228668  -0.65
C  -1.212795  3.443436  1.345474  -0.74
C  -1.902835  3.939519  0.051902  -0.94
C  -1.828373  2.882723  -1.052875  -0.43
C  -0.417118  2.337241  -1.178268  -0.20
C  2.334810  1.295373  -2.421334  -0.11
C  1.811402  0.174833  -3.074998  1.07
C  1.482448  0.200295  -4.428259  -0.54
C  1.660137  1.368961  -5.152764  -0.76
C  2.181621  2.497765  -4.526393  -0.95
C  2.522490  2.455677  -3.181979  -0.03
C  4.418131  1.993736  -0.329625  0.78
C  4.746478  2.592094  0.891950  -0.36
C  6.007390  3.128186  1.110320  -0.75
C  6.965335  3.070693  0.106777  -0.47
C  6.661096  2.478293  -1.111779  -0.75
C  5.396712  1.946504  -1.327454  -0.29
H  2.479245  -0.504971  1.063713  0.42
H  3.022680  -1.207734  -0.455966  0.19
H  1.500998  3.268708  0.324560  0.57
H  1.660738  1.925613  1.451996  0.58
H  -0.371389  1.603585  2.135582  0.61
H  -1.758285  1.392778  1.091653  -0.09
H  -0.316574  4.028757  1.556367  0.30
H  -1.863266  3.563046  2.212881  0.48
H  -1.409720  4.845901  -0.303784  0.35
H  -2.941621  4.208858  0.244539  0.41
H  -2.110898  3.313175  -2.015354  0.60
H  -2.529158  2.066195  -0.863124  -0.22
H  0.260354  3.159400  -1.417109  0.50
H  -0.353768  1.636961  -2.008178  -0.36
H  1.726020  -0.767883  -2.541627  -0.48
H  1.115368  -0.692374  -4.922445  0.52
H  1.414314  1.396550  -6.207749  0.43
H  2.335753  3.407074  -5.095185  0.45
H  2.949407  3.339639  -2.715747  0.51
H  4.012346  2.640866  1.691556  0.30
H  6.244608  3.588265  2.061406  0.42
H  7.950181  3.487947  0.274990  0.39
H  7.408972  2.432156  -1.893812  0.40
H  5.173123  1.488821  -2.286431  0.35
C  -3.763226  -0.275571  0.231517  -0.65
N  -3.824462  -0.575811  -1.187461  0.49
C  -5.178273  -0.837793  -1.691065  -0.72
C  -5.264414  -0.566634  -3.172442  -0.68
C  -4.159713  -1.337705  -3.853553  -0.61
N  -2.872458  -0.956503  -3.272272  0.31
C  -1.693357  -1.026253  -4.123975  -0.90
C  -2.732172  -0.671310  -1.964959  -0.60
O  -1.557390  -0.465288  -1.509395  0.69
H  -4.267283  0.672179  0.431286  0.38
H  -2.741561  -0.224511  0.560274  -0.53
H  -4.259379  -1.066074  0.796837  0.56
H  -5.859966  -0.196943  -1.133732  0.41
H  -5.447895  -1.874976  -1.470628  0.29
H  -5.135072  0.501089  -3.363745  0.28
H  -6.238366  -0.865821  -3.555712  0.39
H  -4.121375  -1.116790  -4.917773  0.37
H  -4.317126  -2.415247  -3.744340  0.27
H  -2.008262  -0.847421  -5.150115  0.45
H  -1.215474  -2.001654  -4.069036  0.17
H  -0.976470  -0.263405  -3.845907  0.09
C  0.791012  -3.690243  -3.218015  -0.94
C  1.423232  -3.795953  -1.854783  0.42
C  2.886958  -3.437352  -1.830292  -1.63
O  0.659476  -2.915238  -0.921720  -0.35
P  -0.052673  -3.703892  0.348671  0.54
S  1.127919  -4.793452  1.371348  -0.36
S  -0.993544  -2.168460  1.290318  -0.62
O  -1.142890  -4.488729  -0.495753  -0.05
C  -2.125607  -5.322251  0.190276  0.28
C  -1.938767  -6.737533  -0.298095  -1.53
C  -3.493627  -4.744944  -0.100961  -1.01
H  1.286344  -4.383463  -3.900044  0.58
H  0.911835  -2.680590  -3.618936  -0.19
H  -0.269063  -3.941951  -3.171493  0.20
H  1.308781  -4.803978  -1.463201  0.88
H  3.074511  -2.459598  -2.272736  0.24
H  3.435647  -4.181903  -2.411682  0.53
H  3.269194  -3.453915  -0.811030  0.34
H  -1.920927  -5.276458  1.262691  0.48
H  -2.059376  -6.778294  -1.383503  0.30
H  -2.681695  -7.393125  0.159718  0.46
H  -0.944803  -7.102516  -0.038798  0.32
H  -3.653990  -4.713662  -1.182112  0.27
H  -3.572855  -3.731744  0.299006  0.00
H  -4.272243  -5.363218  0.347771  0.50

Cartesian forces, eV/Å:
-0.1 -0.2 0.1
0.0 0.0 0.0
0.0 -0.1 0.0
-0.1 0.2 0.0
0.2 -0.3 -0.1
0.0 -0.1 -0.1
0.0 0.0 -0.1
0.0 0.0 0.0
0.0 0.0 0.0
0.0 0.1 0.2
0.0 0.0 -0.2
0.1 0.2 -0.1
0.1 0.1 0.0
0.0 0.0 0.0
0.0 0.0 0.0
-0.1 0.0 0.0
0.1 0.1 0.1
0.0 0.0 0.0
0.0 0.0 0.0
0.0 0.0 0.0
0.0 0.0 0.0
0.0 0.0 0.1
-0.1 0.0 0.0
-0.1 -0.1 0.0
-0.1 0.0 0.0
0.0 0.0 0.0
0.0 0.0 0.0
0.0 0.0 0.0
0.0 0.0 0.0
0.0 0.0 0.0
0.0 0.0 0.0
0.0 0.0 0.0
0.0 0.0 0.0
0.0 0.0 0.0
0.0 0.0 0.0
0.0 0.0 0.0
0.0 -0.1 0.1
0.0 0.0 0.0
0.0 0.0 0.0
0.0 0.0 0.0
0.0 -0.1 0.0
0.0 0.0 0.0
0.0 0.0 0.0
0.0 0.0 0.0
0.0 0.0 0.0
0.0 0.0 0.0
-0.1 -0.1 -0.1
0.0 -0.1 -0.1
0.1 0.0 0.1
0.0 0.1 0.0
0.1 0.0 0.0
0.0 0.0 0.0
-0.2 0.0 0.0
0.3 0.0 -0.1
-0.2 0.1 0.0
0.0 0.0 0.0
0.2 0.0 0.1
0.0 0.0 0.0
0.0 0.0 0.0
0.0 0.0 0.0
0.0 0.0 0.0
0.0 0.0 0.0
0.0 0.0 0.0
0.0 0.0 0.0
0.0 0.0 0.0
0.0 -0.1 0.0
0.0 0.1 0.0
-0.1 0.0 0.0
0.1 0.1 0.0
0.1 0.0 0.1
-0.2 0.1 0.0
0.1 0.0 0.0
0.1 -0.1 0.1
0.3 0.4 0.1
-0.3 0.0 -0.2
0.0 -0.1 0.1
0.0 -0.1 -0.1
0.0 0.1 -0.1
0.0 0.0 0.0
0.0 0.0 0.0
0.0 0.0 0.0
-0.1 -0.1 0.0
0.0 0.0 0.0
0.0 0.0 0.0
0.0 0.0 0.0
0.0 0.0 0.0
0.0 0.0 0.0
0.0 0.0 0.0
0.0 0.0 0.0
0.0 0.0 0.0
0.0 0.0 0.0
0.0 0.0 0.0

Summary:
**HOMO-LUMO gap**: 0.3096 Eh
**E_tot**: -103110.82570 eV
**Total charge**: +1

No. 2
DFT (ωB97M-V with the def2-TZVPD basis set) results for a structure of composition C5H9NOS.

Each line ends with the Mulliken charge.
Geometry (Å):
C  0.271592  -1.161641  -2.538678  -1.24
C  -0.301729  -0.145923  -1.458504  0.13
C  0.725701  0.396131  -0.355358  -0.15
C  0.248271  0.703814  1.064904  -0.01
C  0.584232  -0.611446  1.877894  0.01
H  0.315385  -2.155277  -2.180502  0.34
H  -0.271441  -1.139476  -3.582196  0.28
H  1.283372  -0.860198  -2.525664  0.30
H  -1.372524  -0.402851  -1.438067  0.17
H  1.200867  1.377419  -2.087925  0.33
H  1.937249  -0.198094  -0.252610  0.20
H  0.706162  1.546696  1.478848  0.41
H  -1.773961  1.203012  -0.289718  0.23
H  -0.178572  -0.690132  2.820152  0.22
N  0.244475  1.394351  -1.517653  -0.51
O  1.581606  -1.253374  1.692338  -0.42
S  -1.586194  0.406240  0.850062  -0.29

Cartesian forces, eV/Å:
-1.2 2.3 -0.3
3.3 0.2 -1.5
0.6 -1.2 -2.0
-1.6 -4.5 -2.7
-0.4 2.0 1.9
-0.5 -1.1 0.6
1.2 0.2 2.1
1.4 0.2 -1.2
0.8 1.2 0.7
-2.9 0.0 0.8
-3.8 2.2 -1.0
0.0 1.6 0.8
0.3 -0.6 1.4
1.6 -0.6 -1.8
2.8 -3.9 0.7
-1.1 -0.1 0.3
-0.5 2.3 1.1

Summary:
**HOMO-LUMO gap**: 0.3517 Eh
**E_tot**: -19698.60867 eV
**Total charge**: 0
**Relative energy (zero: lowest compared OMol25 entry of this formula, charge and spin)**: 131.3 kcal per mole

No. 3
DFT (ωB97M-V with the def2-TZVPD basis set) results for the ion CH5N2 with charge +1.

Each line ends with the Mulliken charge.
Geometry (Å):
N  -0.483281  1.006809  -0.453248  -0.40
C  -0.426433  -0.274885  -0.023833  0.29
N  0.644808  -0.715812  0.576295  -0.26
H  0.424446  1.507104  -0.484683  0.27
H  -1.109078  1.442189  -1.160779  0.30
H  -1.206147  -1.058541  -0.038450  0.32
H  0.586169  -1.580840  0.988311  0.24
H  1.569516  -0.326023  0.596389  0.24

Cartesian forces, eV/Å:
0.7 -0.6 -0.9
0.2 1.5 -0.3
0.1 1.3 -0.8
-0.8 -0.5 0.4
0.0 -1.2 1.0
-0.2 1.3 -0.4
-0.1 -2.5 1.0
0.1 0.7 -0.1

Summary:
**HOMO-LUMO gap**: 0.4491 Eh
**SMILES string**: NC=[NH2+]
**E_tot**: -4091.50399 eV
**Total charge**: +1
**Relative energy (zero: lowest compared OMol25 entry of this formula, charge and spin)**: 11.2 kcal per mole

What is the formula in the third record? CH5N2

Repeat the second record exactly.
DFT (ωB97M-V with the def2-TZVPD basis set) results for a structure of composition C5H9NOS.

Each line ends with the Mulliken charge.
Geometry (Å):
C  0.271592  -1.161641  -2.538678  -1.24
C  -0.301729  -0.145923  -1.458504  0.13
C  0.725701  0.396131  -0.355358  -0.15
C  0.248271  0.703814  1.064904  -0.01
C  0.584232  -0.611446  1.877894  0.01
H  0.315385  -2.155277  -2.180502  0.34
H  -0.271441  -1.139476  -3.582196  0.28
H  1.283372  -0.860198  -2.525664  0.30
H  -1.372524  -0.402851  -1.438067  0.17
H  1.200867  1.377419  -2.087925  0.33
H  1.937249  -0.198094  -0.252610  0.20
H  0.706162  1.546696  1.478848  0.41
H  -1.773961  1.203012  -0.289718  0.23
H  -0.178572  -0.690132  2.820152  0.22
N  0.244475  1.394351  -1.517653  -0.51
O  1.581606  -1.253374  1.692338  -0.42
S  -1.586194  0.406240  0.850062  -0.29

Cartesian forces, eV/Å:
-1.2 2.3 -0.3
3.3 0.2 -1.5
0.6 -1.2 -2.0
-1.6 -4.5 -2.7
-0.4 2.0 1.9
-0.5 -1.1 0.6
1.2 0.2 2.1
1.4 0.2 -1.2
0.8 1.2 0.7
-2.9 0.0 0.8
-3.8 2.2 -1.0
0.0 1.6 0.8
0.3 -0.6 1.4
1.6 -0.6 -1.8
2.8 -3.9 0.7
-1.1 -0.1 0.3
-0.5 2.3 1.1

Summary:
**HOMO-LUMO gap**: 0.3517 Eh
**E_tot**: -19698.60867 eV
**Total charge**: 0
**Relative energy (zero: lowest compared OMol25 entry of this formula, charge and spin)**: 131.3 kcal per mole

Number 2 is which compound? C5H9NOS